[1]
Computed, not measured: a structure of composition C35H78Ca3N3O15P2, with ωB97M-V with the def2-TZVPD basis set.

Total charge: -1
F_max (hartree/bohr): 0.06923
Energy relative to the best compared isomer or geometry (same formula, charge and spin) (kJ/mol): 0.0
Highest occupied orbital energy (Eh): -0.14168
Orbital gap (eV): 5.7

XYZ file:
```
136
Properties=species:S:1:pos:R:3:forces:R:3:mulliken_charge:R:1
Ca 0.32267 -1.91813 -2.54909 0.49 -1.33 -0.05 1.5264
Ca -0.91638 1.26748 -2.93198 -0.40 -1.18 -1.84 0.9441
Ca 0.43826 -1.67304 1.40090 0.54 -1.50 -0.40 1.3088
P -1.09169 -0.98432 -4.81249 0.92 2.66 -2.17 0.5086
O 0.12201 -0.32844 -4.03704 2.61 0.48 0.27 -1.1112
O -2.08005 0.18097 -4.54925 -2.02 0.17 0.81 -0.6730
O -1.23667 -2.24684 -3.96894 -1.67 -1.71 -0.45 -0.8734
O -0.81206 -1.06687 -6.29409 -0.12 -1.15 0.58 -0.9337
P 0.21503 0.13219 -0.58541 -1.11 -0.33 -2.61 2.8355
O -1.01882 -0.47146 -1.38684 -0.36 1.47 1.40 -0.8724
O 0.72425 1.28224 -1.45521 0.55 0.47 1.48 -1.5620
O 1.11061 -1.12046 -0.63117 2.23 0.05 1.17 -0.8607
O -0.07802 0.39494 0.88291 -0.39 1.11 0.49 -0.4524
O 0.83618 -5.91021 0.11241 -0.50 -0.03 -0.11 -0.6329
C 0.58258 -4.57857 0.13694 0.50 2.24 -0.84 0.3025
O 0.44006 -3.99807 -0.96516 -0.36 -0.76 -0.17 -0.4228
O 0.59886 -3.94914 1.22672 -0.01 -1.07 0.84 -0.8410
H 0.64964 -6.10081 -0.82470 0.26 -0.25 0.31 0.3491
C -1.28821 4.13369 4.89873 0.74 -0.09 0.68 -0.7626
C -1.07589 4.08835 3.38378 -0.60 0.03 0.26 -0.2821
C -0.02191 3.00547 3.22083 0.07 -1.08 -0.82 0.7903
O 0.20070 2.42377 4.50527 -0.21 -0.30 0.71 -0.2897
C -0.92904 2.69962 5.32443 -0.23 0.57 -0.11 -0.3947
H -2.28655 4.47256 5.16816 0.05 -0.02 0.17 0.4502
H -0.51764 4.71827 5.40904 -0.27 0.51 -0.22 0.2471
H -0.79794 5.03330 2.92039 0.10 0.05 0.19 0.3864
H -2.05126 3.81269 2.97237 0.23 -0.20 -0.36 -0.1037
H 0.92571 3.34306 2.79340 0.03 0.22 0.36 0.0359
H -0.32807 2.16590 2.58598 -0.30 0.36 -0.35 -0.6889
H -0.61632 2.58074 6.36097 0.12 0.28 0.04 0.4094
H -1.81489 2.05240 5.23057 0.30 -0.41 -0.66 0.0783
C -3.67390 -2.55076 -1.43515 0.46 0.29 -1.36 0.4714
C -4.84831 -2.20421 -0.53754 0.07 0.63 1.00 0.2065
C -5.85106 -1.45386 -1.40105 0.68 0.54 -0.53 -0.3604
O -5.47336 -1.68798 -2.73515 -0.48 -0.76 -0.56 -0.5970
C -4.03000 -1.91371 -2.82048 -1.23 0.26 1.43 -0.0491
H -3.47999 -3.61459 -1.56088 -0.06 -0.04 0.17 0.5019
H -2.76302 -2.03827 -1.12006 0.08 -0.34 0.20 -0.7836
H -4.47189 -1.50453 0.21782 -0.25 -0.18 0.21 -0.5226
H -5.35050 -3.01080 0.00033 0.31 -0.30 -0.17 0.4397
H -5.77495 -0.36793 -1.23390 -0.13 0.03 0.29 0.0449
H -6.87875 -1.75505 -1.19206 -0.07 -0.07 -0.38 0.3389
H -3.58814 -0.92661 -2.93227 0.49 -0.18 -0.27 -0.2929
H -3.82815 -2.54192 -3.67727 0.08 0.09 -0.06 0.3652
C 4.44502 3.33205 -0.42840 -0.20 -0.24 -1.18 -0.4604
C 5.21392 4.38557 0.36916 0.15 -0.29 -0.18 -0.6105
C 4.10559 5.20302 1.04912 1.48 0.17 0.21 -0.5913
O 3.06945 4.28834 1.21290 -0.85 0.16 0.23 -0.3180
C 2.99478 3.43396 0.04858 0.33 0.09 0.96 0.7391
H 4.82757 2.31939 -0.30054 0.06 0.07 0.24 0.1708
H 4.51945 3.51081 -1.50443 -0.12 0.09 0.05 0.3690
H 5.89440 4.96776 -0.25375 -0.08 0.07 0.05 0.3212
H 5.81514 3.83181 1.09261 0.00 0.41 0.29 0.2555
H 3.85623 6.13321 0.51749 -0.35 -0.35 -0.45 0.3017
H 4.48533 5.56469 2.01073 -0.42 -0.27 0.22 0.3357
H 2.29616 3.84653 -0.67923 0.08 -0.02 -0.10 0.0313
H 2.61148 2.49042 0.43067 -0.22 -0.04 -0.32 -0.6206
C -3.57310 -2.50826 3.40099 -0.18 -0.70 -0.40 -0.6020
C -3.39220 -0.99243 3.43650 0.50 0.05 -1.29 -0.4761
C -2.44818 -0.72850 2.24110 -0.52 -0.69 0.68 2.6706
O -1.60987 -1.92213 2.23511 -0.51 0.74 0.18 -0.2703
C -2.46042 -3.02780 2.47761 0.00 -0.66 0.42 -0.8165
H -4.49044 -2.85771 2.92155 -0.32 0.49 0.35 0.2311
H -3.51394 -2.98162 4.38058 -0.01 0.13 0.04 0.3212
H -2.81199 -0.63796 4.28709 -0.57 -0.11 0.44 0.2837
H -4.32680 -0.46157 3.26646 0.02 0.18 0.47 0.3772
H -1.83837 0.14980 2.41820 0.21 -0.06 -0.37 -0.9244
H -2.97513 -0.67348 1.28857 0.13 0.15 -0.06 -1.6018
H -1.92110 -3.84139 2.96816 0.42 0.25 -0.15 0.4534
H -2.81971 -3.44400 1.53215 -0.17 0.30 -0.04 0.2887
C 4.09897 -2.58011 -5.60870 1.43 -0.67 -0.16 -1.5444
C 2.92688 -2.03549 -4.84000 -1.04 0.86 -0.41 -0.8315
N 2.76395 -2.46016 -3.44094 0.85 -0.83 1.05 0.7329
C 3.90316 -2.09391 -2.58260 0.85 1.75 -0.91 -0.7608
C 4.17152 -0.57845 -2.53881 0.07 -0.04 0.29 -1.2145
C 2.67832 -3.90722 -3.30139 -1.20 -1.24 0.17 -0.4501
C 1.46341 -4.46622 -4.02054 0.09 -0.34 -2.23 -1.0014
H 5.04173 -2.04751 -5.43386 -0.12 0.05 0.26 0.3097
H 4.02119 -2.60199 -6.69725 -0.63 0.33 0.06 0.4075
H 4.30608 -3.62729 -5.35874 -0.08 0.07 0.11 0.2700
H 2.90439 -0.94569 -4.83283 0.19 -0.01 -0.01 0.4665
H 2.00205 -2.23169 -5.38998 -0.07 -0.30 0.26 0.5164
H 3.82233 -2.43747 -1.55353 -0.56 -0.29 -0.09 0.2982
H 4.82209 -2.53207 -2.99949 0.00 -0.32 0.10 0.5662
H 3.39868 -0.03629 -1.99112 -0.13 -0.06 -0.10 0.0609
H 5.12735 -0.40089 -2.03476 -0.05 -0.08 0.12 0.4128
H 4.28447 -0.12647 -3.52369 -0.14 -0.12 -0.07 0.4502
H 2.51520 -4.20075 -2.25990 0.21 0.66 0.19 0.2035
H 3.57921 -4.47092 -3.58641 0.15 0.34 -0.21 0.6547
H 1.68740 -4.77006 -5.05698 0.51 -0.07 0.14 0.3357
H 0.71184 -3.72198 -4.30862 -0.40 -0.11 0.88 0.2392
H 1.05066 -5.38174 -3.60273 -0.22 0.34 0.48 0.2446
C -4.37541 2.26716 -0.02928 -0.43 -0.85 -0.29 -1.5904
C -3.34674 1.61294 -0.96695 1.04 1.30 0.55 1.9287
N -2.59609 2.60654 -1.79899 -0.58 0.08 0.17 1.5829
C -1.66839 3.43358 -0.98361 -1.11 -1.04 0.15 -0.0354
C -0.73296 4.22696 -1.82608 0.18 0.75 -0.48 -1.5781
C -3.47951 3.40220 -2.63191 -1.11 0.19 -0.50 -0.8554
C -4.49712 2.59044 -3.42510 0.39 -1.17 -0.66 -1.2019
H -3.91366 2.87269 0.74795 0.04 0.11 -0.07 0.2102
H -4.96027 1.48230 0.46203 0.20 -0.07 0.14 0.4416
H -5.13588 2.83718 -0.56482 0.19 0.24 -0.05 0.4249
H -2.53204 1.18521 -0.38193 -0.36 -0.49 0.22 -1.4595
H -3.74256 0.82807 -1.60350 -0.18 0.05 -0.04 -0.6366
H -2.24115 4.07000 -0.29649 0.13 0.12 0.05 0.4093
H -1.08683 2.70852 -0.40852 0.02 0.21 0.24 -0.0825
H -0.00278 4.70718 -1.17433 0.23 -0.13 -0.19 0.4158
H -0.23399 3.59294 -2.56053 0.42 0.18 0.19 0.2055
H -1.21667 5.01798 -2.40308 -0.13 0.00 0.14 0.4388
H -2.91282 3.96094 -3.37929 0.18 0.16 0.27 0.4426
H -4.08907 4.10525 -2.04070 0.46 0.31 0.15 0.2794
H -5.22218 2.03979 -2.82266 -0.09 0.34 0.15 0.2095
H -4.00833 1.80653 -4.02120 0.22 0.04 0.13 0.1785
H -5.01659 3.19071 -4.17224 -0.10 0.30 0.30 0.4545
C 3.78037 -2.35815 2.12258 0.98 0.19 0.17 -1.1014
C 3.02690 -2.08495 3.42525 -0.27 -0.17 -0.38 -0.9480
N 1.92021 -1.15905 3.16461 -0.55 0.27 0.42 1.4939
C 0.96003 -0.98889 4.31775 1.49 0.45 -0.23 0.1629
C 0.32438 -2.26198 4.81568 -0.77 -0.15 -0.16 -1.7832
C 2.38066 0.17372 2.71225 0.35 1.14 0.99 0.8775
C 3.35768 0.84434 3.68396 0.77 0.16 -0.12 -1.7293
H 4.47153 -3.19513 2.24769 -0.18 -0.09 0.04 0.5052
H 4.42161 -1.51873 1.84186 -0.09 0.13 0.09 0.2334
H 3.17155 -2.55918 1.24057 -0.36 -0.14 0.25 0.1177
H 2.64450 -3.02936 3.81632 -0.29 0.07 -0.16 0.4229
H 3.67692 -1.69466 4.21754 0.21 0.05 -0.15 0.4103
H 0.24524 -0.21084 4.04068 -0.18 -0.23 -0.25 -0.2372
H 1.52280 -0.52475 5.13638 -0.11 -0.05 0.17 0.4683
H 0.99255 -2.87305 5.41857 0.01 0.00 -0.03 0.4289
H -0.11329 -2.87425 4.02405 0.37 -0.07 -0.14 0.1541
H -0.55225 -1.99441 5.41305 0.21 0.04 0.27 0.5414
H 2.86631 0.22948 1.73636 -0.13 -0.87 -0.17 0.2701
H 1.52142 0.82884 2.57999 -0.22 -0.27 0.15 -0.8932
H 3.08283 0.85348 4.73815 -0.30 -0.08 -0.08 0.2515
H 4.34286 0.37108 3.61719 -0.03 -0.07 0.07 0.4441
H 3.53900 1.88413 3.39991 -0.25 0.00 -0.10 0.3246
```
Positions in Å, forces in eV/Å.

***

[2]
Computed, not measured: an isolated molecule of C7H13N, with ωB97M-V with the def2-TZVPD basis set.

Total charge: 0
F_max (hartree/bohr): 0.06874
Energy relative to the best compared isomer or geometry (same formula, charge and spin) (kJ/mol): 127.3
Highest occupied orbital energy (Eh): -0.28941
Orbital gap (eV): 8.8

XYZ file:
```
21
Properties=species:S:1:pos:R:3:forces:R:3:nbo_charge:R:1
C 1.36848 1.30102 2.00199 0.13 0.16 -0.06 -0.6446
C 0.24033 0.83881 1.13447 0.22 0.96 -1.01 -0.2568
C 0.15678 0.97040 -0.22661 1.86 0.07 1.90 0.1649
C 1.15012 1.65627 -1.11924 0.26 0.07 -0.12 -0.6581
N -0.92205 0.40668 -0.82155 -1.77 -2.98 0.70 -0.4534
C -1.05026 -0.87832 -0.53225 -0.66 1.93 -2.43 0.3551
C 0.08094 -1.86832 -0.36051 0.01 0.14 0.65 -0.6950
C -2.40561 -1.48896 -0.79694 0.10 0.15 -0.19 -0.6694
H 2.34175 1.21493 1.51293 -0.07 0.05 -0.01 0.2054
H 1.41300 0.69801 2.91353 -0.02 0.10 -0.05 0.2145
H 1.23045 2.34706 2.29677 0.11 -0.05 0.12 0.2115
H -0.67956 0.62189 1.67167 0.08 -0.50 -0.24 0.1989
H 2.16680 1.66752 -0.71870 -0.19 0.03 0.20 0.2203
H 0.84597 2.69505 -1.28284 0.03 -0.07 -0.05 0.2300
H 1.21040 1.16570 -2.09471 -0.16 0.05 0.08 0.2183
H 1.04585 -1.46560 -0.67085 -0.11 0.17 0.24 0.2306
H 0.13671 -2.17984 0.68545 0.21 -0.16 -0.12 0.2338
H -0.10158 -2.75914 -0.97117 -0.25 0.15 0.12 0.2205
H -2.71237 -2.09667 0.05747 -0.01 -0.10 -0.09 0.2199
H -2.35374 -2.12094 -1.68927 0.00 -0.18 0.18 0.2194
H -3.16242 -0.72555 -0.98962 0.22 0.01 0.18 0.2342
```
Positions in Å, forces in eV/Å.